{"formula": "C4H16N8O4Rb", "method": "wB97M-V/def2-TZVPD", "de_lowest_kcal_mol": 11.29, "total_energy_ha": -925.14584, "e_lumo_ha": -0.0935, "spin_multiplicity": 1, "charge": 1, "max_force_ev_per_a": 1.70, "elements": ["Rb", "O", "O", "O", "O", "N", "N", "N", "N", "N", "N", "N", "N", "C", "C", "C", "C", "H", "H", "H", "H", "H", "H", "H", "H", "H", "H", "H", "H", "H", "H", "H", "H"], "positions_angstrom": [[-0.35, -1.28, 0.28], [-1.39, 1.11, -1.02], [-0.36, 0.36, 2.83], [2.24, -0.01, -0.16], [-2.61, -2.10, -1.26], [-4.27, -3.55, -1.68], [-1.51, 3.04, -2.21], [-3.58, -3.27, 0.48], [1.15, 1.81, 1.97], [3.57, -1.74, -0.81], [4.49, 0.18, 0.05], [0.52, 2.00, -1.91], [0.25, 2.14, 4.11], [0.31, 1.38, 2.95], [3.36, -0.51, -0.28], [-0.84, 1.98, -1.69], [-3.40, -2.92, -0.82], [4.43, 1.02, 0.58], [5.37, -0.31, 0.05], [-2.93, -2.95, 1.18], [0.93, 2.68, -2.52], [4.49, -2.10, -0.98], [1.13, 1.23, 1.14], [-4.16, -4.05, 0.72], [-4.24, -3.25, -2.64], [2.80, -2.25, -1.20], [2.00, 2.31, 2.17], [1.09, 1.31, -1.46], [0.85, 2.95, 4.11], [-1.11, 3.65, -2.91], [-0.68, 2.23, 4.47], [-5.01, -4.12, -1.32], [-2.52, 3.02, -2.19]], "nbo_charge": [0.969, -0.708, -0.705, -0.763, -0.705, -0.836, -0.830, -0.832, -0.844, -0.821, -0.817, -0.855, -0.834, 0.787, 0.797, 0.785, 0.779, 0.413, 0.397, 0.394, 0.391, 0.405, 0.414, 0.400, 0.417, 0.407, 0.390, 0.417, 0.381, 0.391, 0.412, 0.391, 0.411]}

---

{"formula": "C4H16NO3", "method": "wB97M-V/def2-TZVPD", "de_lowest_kcal_mol": 36.98, "total_energy_ha": -442.20568, "e_lumo_ha": -0.1644, "spin_multiplicity": 1, "charge": 1, "max_force_ev_per_a": 2.24, "elements": ["O", "O", "O", "N", "C", "C", "C", "C", "H", "H", "H", "H", "H", "H", "H", "H", "H", "H", "H", "H", "H", "H", "H", "H"], "positions_angstrom": [[2.14, 0.61, 3.06], [0.32, -1.00, 1.74], [-0.61, 1.63, 1.43], [-0.73, 0.91, -1.33], [-0.44, -1.58, -1.14], [-0.99, 2.06, -1.77], [0.83, -2.28, -1.53], [-0.93, -0.41, -1.98], [-0.45, 0.78, -0.34], [0.64, -3.36, -1.45], [-0.41, -0.42, -2.94], [-0.76, 2.96, -1.22], [-1.99, -0.40, -2.24], [1.23, 0.98, 2.98], [1.67, -2.10, -0.86], [0.99, -0.77, 2.40], [-1.36, 2.12, -2.79], [2.65, 1.32, 2.65], [-0.83, 0.94, 2.06], [1.10, -2.17, -2.58], [-1.21, 2.38, 1.65], [0.22, -1.95, 1.84], [-1.33, -2.22, -1.04], [-0.38, -1.31, -0.07]], "nbo_charge": [-0.940, -0.993, -0.979, -0.380, -0.471, 0.113, -0.630, -0.238, 0.475, 0.235, 0.235, 0.234, 0.233, 0.465, 0.230, 0.509, 0.217, 0.488, 0.505, 0.220, 0.494, 0.486, 0.235, 0.257]}

---

{"formula": "C4H16NO3", "method": "wB97M-V/def2-TZVPD", "de_lowest_kcal_mol": 40.29, "total_energy_ha": -441.71850, "e_lumo_ha": [-0.3311, -0.4570], "spin_multiplicity": 2, "s_squared": 0.75, "charge": 2, "max_force_ev_per_a": 2.40, "elements": ["O", "O", "O", "N", "C", "C", "C", "C", "H", "H", "H", "H", "H", "H", "H", "H", "H", "H", "H", "H", "H", "H", "H", "H"], "positions_angstrom": [[1.85, -1.51, -0.03], [0.91, 0.82, -3.20], [-0.51, -1.79, 2.55], [-1.16, -1.78, 0.01], [-0.46, 1.82, 0.90], [-1.18, -0.38, 0.37], [-0.14, 0.39, 0.93], [0.14, 2.29, -0.48], [0.03, -1.34, 3.20], [-0.04, 1.55, -1.26], [1.19, 2.54, -0.48], [-1.71, -2.43, 0.58], [-0.31, -2.72, 2.76], [-1.49, 2.12, 1.00], [-0.19, -2.13, -0.08], [-0.39, 3.19, -0.78], [-2.16, 0.04, 0.18], [1.39, 1.60, -3.41], [2.11, -2.35, -0.41], [2.34, -0.85, -0.54], [-1.59, -1.83, -0.90], [0.40, 0.55, -3.95], [0.19, 2.19, 1.69], [0.77, 0.01, 1.34]], "nbo_charge": [-0.990, -0.975, -0.986, -0.734, -0.499, 0.228, 0.182, -0.584, 0.507, 0.245, 0.257, 0.495, 0.510, 0.284, 0.494, 0.289, 0.247, 0.492, 0.507, 0.510, 0.465, 0.492, 0.281, 0.285]}

---

{"formula": "C4H16O3", "method": "wB97M-V/def2-TZVPD", "de_lowest_kcal_mol": 37.99, "total_energy_ha": -387.66224, "e_lumo_ha": 0.0145, "smiles": "CCCC.O.O.O", "spin_multiplicity": 1, "max_force_ev_per_a": 3.63, "elements": ["O", "O", "O", "C", "C", "C", "C", "H", "H", "H", "H", "H", "H", "H", "H", "H", "H", "H", "H", "H", "H", "H", "H"], "positions_angstrom": [[-1.79, -1.60, 0.07], [2.65, -2.21, -0.37], [-2.88, 0.01, -1.81], [0.20, 0.14, 2.17], [0.57, 1.65, 0.12], [0.50, 0.29, 0.71], [0.71, 1.55, -1.44], [0.64, 0.54, -1.89], [-2.36, -1.23, 0.70], [1.21, 2.41, 0.62], [-0.29, -0.28, 0.05], [3.18, -2.75, -0.96], [-2.36, 0.79, -2.06], [-0.10, 2.12, -1.89], [0.94, 0.44, 2.94], [-0.14, -0.89, 2.39], [-1.96, -2.52, 0.04], [1.40, -0.20, 0.50], [-0.47, 2.12, 0.34], [1.59, 2.01, -1.65], [1.99, -2.85, -0.02], [-2.48, -0.30, -1.05], [-0.72, 0.75, 2.50]], "nbo_charge": [-0.936, -0.934, -0.942, -0.609, -0.384, -0.438, -0.611, 0.214, 0.475, 0.202, 0.222, 0.468, 0.462, 0.195, 0.213, 0.206, 0.484, 0.212, 0.172, 0.207, 0.468, 0.469, 0.184]}

---

{"formula": "C4H16O3", "method": "wB97M-V/def2-TZVPD", "de_lowest_kcal_mol": 9.48, "total_energy_ha": -387.70768, "e_lumo_ha": 0.0216, "smiles": "CCCC.O.O.O", "spin_multiplicity": 1, "max_force_ev_per_a": 0.62, "elements": ["O", "O", "O", "C", "C", "C", "C", "H", "H", "H", "H", "H", "H", "H", "H", "H", "H", "H", "H", "H", "H", "H", "H"], "positions_angstrom": [[3.38, -0.29, -1.06], [-3.22, 1.77, 0.94], [2.53, -2.27, 0.91], [0.09, 1.81, 0.00], [-0.03, 0.37, 0.49], [-1.68, -1.10, -0.77], [-0.24, -0.64, -0.65], [-1.85, -1.79, -1.60], [-2.00, -1.57, 0.16], [0.87, 0.12, 1.04], [0.87, 1.87, -0.76], [-3.01, 2.71, 0.95], [3.12, -0.75, -0.25], [0.08, -0.19, -1.59], [-0.86, 0.33, 1.19], [0.34, 2.51, 0.80], [0.44, -1.48, -0.49], [-2.32, -0.23, -0.86], [3.02, -2.96, 0.44], [-4.16, 1.73, 1.16], [2.65, 0.23, -1.40], [-0.83, 2.16, -0.46], [2.81, -2.33, 1.83]], "nbo_charge": [-0.969, -0.939, -0.949, -0.597, -0.405, -0.605, -0.403, 0.204, 0.198, 0.196, 0.188, 0.470, 0.492, 0.183, 0.209, 0.203, 0.211, 0.210, 0.482, 0.471, 0.469, 0.200, 0.480]}

---

{"formula": "C4H16O4", "method": "wB97M-V/def2-TZVPD", "de_lowest_kcal_mol": 67.74, "total_energy_ha": -462.85401, "e_lumo_ha": 0.0134, "smiles": "CO.CO.CO.CO", "spin_multiplicity": 1, "max_force_ev_per_a": 1.55, "elements": ["O", "O", "O", "O", "C", "C", "C", "C", "H", "H", "H", "H", "H", "H", "H", "H", "H", "H", "H", "H", "H", "H", "H", "H"], "positions_angstrom": [[2.32, -8.39, -3.28], [2.59, -11.93, -1.56], [4.08, -13.06, 1.78], [7.66, -14.77, -3.05], [8.53, -15.82, -3.43], [2.93, -13.46, 2.58], [3.49, -8.06, -4.03], [2.42, -12.92, -2.53], [3.32, -13.36, -2.96], [4.22, -7.41, -3.55], [9.17, -16.11, -2.61], [3.03, -12.20, -0.75], [1.84, -12.60, -3.39], [1.83, -13.74, -2.14], [4.82, -13.66, 1.85], [2.44, -9.32, -3.07], [4.15, -8.89, -4.28], [7.24, -15.08, -2.24], [2.33, -12.56, 2.70], [2.24, -14.05, 1.96], [3.17, -14.04, 3.47], [9.06, -15.61, -4.36], [7.87, -16.67, -3.60], [3.18, -7.58, -4.95]], "nbo_charge": [-0.717, -0.739, -0.747, -0.717, -0.247, -0.257, -0.258, -0.246, 0.161, 0.163, 0.160, 0.488, 0.180, 0.156, 0.471, 0.476, 0.166, 0.459, 0.191, 0.163, 0.178, 0.188, 0.156, 0.169]}